# C8H18O

One molecule with the formula C8H18O at a distorted geometry (the ωB97M-V functional and the def2-TZVPD basis, OMol25).

```
27
Properties=species:S:1:pos:R:3:mulliken_charge:R:1
O 0.05507 -2.08637 -2.09072 -0.619
H 2.14649 1.34245 0.95103 0.383
C 1.17560 1.79738 0.76208 -2.032
H -1.18438 1.90012 -0.68340 0.330
C -0.58816 -1.10277 -0.98973 0.125
H 1.24621 2.40896 -0.13361 0.412
C 0.64632 -0.40662 -0.55033 0.488
H 2.30254 0.72924 -1.37442 0.383
H -1.42598 2.24382 1.02982 0.496
H 0.73225 1.08814 -2.11240 0.274
H 1.55248 -0.42528 -2.47789 0.486
C -0.03409 0.05666 2.01487 -1.767
H -0.19919 0.80782 2.79045 0.465
H 0.47680 -2.82031 -1.62713 0.330
H -2.09176 0.78283 0.34749 0.334
H -1.23281 -0.47467 -1.60410 0.363
H -0.69579 -2.51113 0.64633 0.318
H -0.86595 -0.63600 2.08238 0.316
C 0.07339 0.73943 0.65225 1.858
H -2.09115 -1.41244 0.54965 0.357
H -1.91341 -2.71397 -0.61535 0.450
C 1.35562 0.30134 -1.69257 -1.681
C -1.36512 -1.97881 -0.02792 -1.614
H 0.95340 2.46866 1.59435 0.501
H 0.88825 -0.46783 2.26213 0.392
C -1.23320 1.44878 0.30602 -1.787
H 1.31656 -1.07943 -0.00926 0.438
```

SMILES	C[C@H](O)[C@@H](C)C(C)(C)C
relative energy (zero: lowest compared OMol25 entry of this formula, charge and spin)	0.948	eV
lowest unoccupied orbital energy	0.83	eV
electronic energy	-10634.7770	eV

***

# C2H8N3

A 2-piece molecular cluster, C2H8N3 overall at a distorted geometry (the ωB97M-V functional and the def2-TZVPD basis, OMol25).

```
13
Properties=species:S:1:pos:R:3:mulliken_charge:R:1
N -0.96190 1.03365 -0.83844 -0.441
C -1.37235 2.14552 -0.52528 -0.242
H -1.82816 2.93346 -1.18266 0.254
H -0.99413 -1.60290 0.08330 0.319
H 0.84624 0.58568 -0.24474 0.313
N -0.23151 -1.68716 0.85579 -0.339
H -0.27448 -2.58948 1.44566 0.315
H -1.14937 0.67474 -1.82350 0.210
H -1.08856 2.63680 0.52715 0.202
H 2.60947 -0.09908 -0.23222 0.299
H 1.77742 -1.88251 1.25636 0.275
C 1.03401 -1.29134 0.62684 0.135
N 1.49792 -0.17245 -0.08003 -0.300
```

relative energy (zero: lowest compared OMol25 entry of this formula, charge and spin)	2.591	eV
lowest unoccupied orbital energy	-4.12	eV
electronic energy	-6666.0378	eV
total charge	+1

***

# C6H10O

One molecule with the formula C6H10O at a distorted geometry (the ωB97M-V functional and the def2-TZVPD basis, OMol25).

```
17
Properties=species:S:1:pos:R:3:mulliken_charge:R:1
C 1.16807 0.03426 0.73050 -0.875
O -0.58540 1.29025 -0.05818 -0.406
C -0.84770 -0.02638 -0.57322 0.382
H 0.62391 -0.02787 1.67467 0.319
C 1.51127 -0.29435 -1.28201 -0.742
H 2.44453 -0.80506 -0.98789 0.175
H 2.17390 -0.35604 0.93419 0.422
H 0.35520 -1.89881 -0.22057 0.489
C 0.78733 1.47990 0.25693 -0.291
C 0.45825 -0.81470 -0.39036 -0.016
H -2.36575 -1.53677 -0.29002 0.370
C -2.06921 -0.57635 0.14371 -1.397
H 1.27100 2.00983 -0.58776 0.322
H -1.04640 0.04653 -1.64743 0.311
H -2.90323 0.12606 0.03491 0.365
H -1.87409 -0.71462 1.21271 0.288
H 0.87012 2.11423 1.13274 0.283
```

relative energy (zero: lowest compared OMol25 entry of this formula, charge and spin)	4.626	eV
lowest unoccupied orbital energy	0.08	eV
electronic energy	-8426.6143	eV

***

# C25H22ClN4O4STl

C25H22ClN4O4STl as an isolated structure (the ωB97M-V functional and the def2-TZVPD basis, OMol25).

```
58
Properties=species:S:1:pos:R:3:mulliken_charge:R:1
H -1.36952 -2.41815 1.09394 0.342
H 3.81683 0.87650 -3.81580 0.448
C -1.48115 -2.27075 -3.07185 -0.906
C -3.37265 1.03770 4.01019 -0.867
H 2.24197 -0.73293 -0.98158 0.927
H 0.21516 -1.46684 2.76993 0.479
C -1.57465 -0.37328 3.22300 0.115
H -3.80168 2.02465 4.12974 0.418
H 2.84524 -3.54263 3.04096 0.471
C -4.03978 -0.07672 4.50765 -0.452
C -1.02314 -1.58784 0.47424 -0.015
C -3.03611 2.02864 -0.10168 -0.814
C -0.86879 -1.01688 -3.00085 -0.518
C 3.14986 1.69070 -4.04914 -0.259
C -0.27714 -0.53895 2.46970 -1.381
N -0.68426 -0.67179 -1.71582 0.402
O 3.55685 1.20970 2.12053 -0.691
C 2.36496 -3.48204 0.95264 0.428
H -1.74605 -2.79664 -3.97543 0.437
C 2.74709 0.76186 1.33917 0.331
N 2.07037 1.75902 -3.23126 0.110
C 2.40164 3.60502 -5.23841 -0.191
O -1.67050 3.49259 0.95804 -0.392
C 2.70271 -2.91307 2.17244 -0.647
C -3.46740 -1.33345 4.37947 -0.722
C 2.33693 -1.32586 -0.07389 0.047
C 1.31944 3.66871 -4.39730 -0.924
H 0.40448 0.27738 2.70383 0.482
H -3.19074 0.99725 0.22004 0.217
Tl 0.30070 0.97991 -0.60735 1.475
H -1.60997 1.76114 3.02243 0.573
C 2.19554 -2.70361 -0.17891 -0.933
O 1.88991 1.50614 0.68531 -0.661
H -0.56134 -0.36228 -3.80303 0.437
H -1.78995 -2.46286 3.65464 0.395
S -0.24989 2.81915 -2.33374 -0.473
H -3.80934 2.70357 0.25601 0.407
C 1.13075 2.73221 -3.37127 0.831
H -3.97247 -2.20312 4.78103 0.393
H 1.95092 -3.16356 -1.12738 0.470
C 2.64569 -0.73002 1.14267 0.109
H -2.10916 -3.63023 -1.41334 0.510
Cl 2.16164 -5.20838 0.84286 -0.242
C 3.34002 2.59031 -5.05832 -0.707
C 2.85512 -1.53870 2.25550 -0.646
N -1.70474 2.44214 0.39783 0.241
H 0.57642 4.44764 -4.49710 0.425
H -2.97207 2.03159 -1.19237 0.318
C -1.16892 -1.68916 -0.94136 -0.111
H 3.12532 -1.06902 3.19226 0.474
H 2.52514 4.33936 -6.02370 0.380
H 4.21239 2.49708 -5.68826 0.400
O 1.98714 0.84684 -2.28931 -0.628
C -2.23894 -1.47858 3.74249 -0.159
C -2.14869 0.88788 3.37596 -0.169
H -4.99372 0.03797 5.00639 0.393
C -1.66734 -2.70343 -1.75064 -0.916
N -0.47012 -0.56195 1.00817 0.541
```

relative energy (zero: lowest compared OMol25 entry of this formula, charge and spin)	0.606	eV
lowest unoccupied orbital energy	-0.82	eV
electronic energy	-68479.9845	eV

***

Which value of electronic energy does entry 3 give? -8426.6143 eV